No. 1
Computed, not measured: a cluster of 4 separate species, C4H16NO3 in total in a non-equilibrium geometry, with ωB97M-V/def2-TZVPD.

Geometry (Å):
C  -0.64  -2.29  1.35
C  0.00  -0.97  1.87
C  0.39  -0.18  0.63
C  1.41  -0.63  0.01
N  2.01  -0.10  -1.20
H  0.02  -2.88  0.75
H  -1.55  -2.15  0.70
H  -0.97  -3.01  2.17
H  0.71  -1.22  2.66
H  -0.84  -0.55  2.50
H  -0.24  0.65  0.27
H  1.92  -1.52  0.49
H  1.22  0.22  -1.74
H  2.50  0.82  -0.89
H  2.63  -0.75  -1.71
H  1.12  3.32  -0.23
H  0.49  2.60  -1.40
O  1.31  2.70  -1.02
H  -1.62  -0.27  -0.93
H  -1.59  -0.62  -2.38
O  -0.99  -0.61  -1.64
H  -3.07  2.03  -0.24
H  -2.04  3.03  0.42
O  -2.17  2.40  -0.45

The LUMO energy comes out at -3.0 eV. Its gap between HOMO and LUMO is 10.906 eV. As for the charge: +1. The value obtained for the total energy is -442.1729 Eh.

---

No. 2
Computed, not measured: a cluster of 5 separate species, C4H16NO3 in total in a non-equilibrium geometry, with ωB97M-V/def2-TZVPD.

Geometry (Å):
O  -0.37  1.11  -1.42
C  -3.82  0.10  0.12
C  -3.49  1.15  -0.68
N  0.68  0.73  0.99
C  0.52  -0.68  1.12
C  1.67  -1.33  1.97
H  0.13  1.90  -1.67
H  -3.06  -0.46  0.65
H  -4.87  -0.03  0.32
H  -2.49  1.37  -1.00
H  -4.31  1.73  -1.10
H  0.27  1.24  1.78
H  0.24  1.05  0.08
H  -0.45  -1.05  1.53
H  0.49  -1.07  0.12
H  1.36  -1.96  2.78
H  2.41  -1.55  1.20
H  2.18  -0.43  2.36
H  5.66  0.92  -2.62
H  4.93  0.80  -1.32
O  5.81  0.80  -1.68
H  -1.35  -2.15  -1.49
H  -0.90  -0.68  -1.19
O  -1.25  -1.49  -0.82

The LUMO energy comes out at -10.1 eV. Its gap between HOMO and LUMO is 3.416 eV. As for the charge: +1. The value obtained for the total energy is -441.8978 Eh.

---

No. 3
Computed, not measured: a structure of composition C4H16NO4 in a non-equilibrium geometry, with ωB97M-V/def2-TZVPD.

Geometry (Å):
C  -1.27  -0.24  -0.14
N  -0.29  -1.32  0.05
C  0.88  -1.27  1.07
O  1.59  -0.08  0.97
C  -1.68  0.48  1.11
C  -2.18  -0.48  2.18
H  -2.16  -0.74  -0.57
H  -0.91  0.51  -0.80
H  0.00  -1.57  -1.01
H  1.51  -2.20  0.86
H  0.35  -1.35  2.10
H  -0.87  0.87  1.73
H  -2.24  1.37  0.89
H  -2.09  -1.50  1.74
H  -3.19  -0.11  2.55
H  -1.53  -0.56  3.07
H  -0.20  2.68  0.70
H  0.27  1.84  -0.40
O  -0.02  2.72  -0.25
H  2.55  -1.19  -1.51
H  1.90  -0.14  -0.27
O  2.33  -0.32  -1.34
H  1.04  0.27  -2.42
H  0.09  -0.59  -3.44
O  0.24  0.27  -2.99

The LUMO energy comes out at 3.8 eV. Its gap between HOMO and LUMO is 7.882 eV. As for the charge: -1. The value obtained for the total energy is -517.6915 Eh.

---

No. 4
Computed, not measured: a cluster of 4 separate species, C4H16NO5 in total in a non-equilibrium geometry, with ωB97M-V/def2-TZVPD.

Geometry (Å):
C  -1.06  1.04  1.81
C  -1.72  0.26  0.67
C  -0.82  -0.59  -0.26
C  0.05  0.19  -1.20
O  0.43  -0.57  -2.21
O  0.36  1.36  -1.09
N  0.30  1.48  1.50
H  -1.75  1.73  2.24
H  -1.01  0.37  2.67
H  -2.32  0.92  0.06
H  -2.43  -0.46  1.05
H  -1.56  -1.15  -0.84
H  -0.23  -1.34  0.26
H  1.08  -0.12  -2.78
H  0.56  2.33  1.99
H  1.04  0.75  1.55
H  0.38  1.73  0.49
H  3.16  -0.58  1.93
H  2.11  -1.14  1.00
O  2.21  -0.56  1.79
H  3.35  -2.84  -0.24
H  1.84  -3.00  -0.43
O  2.52  -2.34  -0.29
H  -1.74  1.37  -3.59
H  -2.64  0.25  -3.24
O  -2.11  0.92  -2.82

The LUMO energy comes out at -2.6 eV. Its gap between HOMO and LUMO is 11.945 eV. As for the charge: +1. The value obtained for the total energy is -592.7695 Eh.

---

No. 5
Computed, not measured: a cluster of 4 separate species, C4H16O4 in total, with ωB97M-V/def2-TZVPD.

Geometry (Å):
C  -0.92  -1.70  -0.56
C  -0.10  -2.54  -1.52
O  -0.44  -3.93  -1.41
H  -1.99  -1.90  -0.71
H  -0.76  -0.64  -0.71
H  -0.67  -1.96  0.47
H  0.95  -2.42  -1.26
H  -0.29  -2.25  -2.55
H  0.13  -4.37  -0.79
C  3.40  1.55  0.32
C  2.02  1.00  0.55
O  1.07  1.93  0.05
H  3.50  2.55  0.74
H  3.60  1.64  -0.75
H  4.17  0.89  0.73
H  1.84  0.82  1.62
H  1.91  0.03  0.05
H  0.21  1.67  0.39
O  -1.34  1.16  1.31
H  -1.53  0.48  1.97
H  -2.20  1.36  0.91
O  -3.90  1.95  0.34
H  -4.83  1.78  0.53
H  -3.83  2.91  0.24

The LUMO energy comes out at 0.3 eV. Its gap between HOMO and LUMO is 9.863 eV. As for the charge: 0. The value obtained for the total energy is -462.9356 Eh.

---

No. 6
Computed, not measured: a cluster of 4 separate species, C4H16O4 in total in a non-equilibrium geometry, with ωB97M-V/def2-TZVPD.

Geometry (Å):
C  13.07  24.12  5.74
O  13.96  24.02  6.84
H  12.02  24.18  6.05
H  13.25  25.08  5.23
H  13.22  23.34  4.98
H  14.17  23.09  6.97
C  11.80  23.81  9.36
O  10.93  24.14  10.44
H  11.65  22.76  9.12
H  11.56  24.40  8.49
H  12.86  23.93  9.62
H  11.20  23.68  11.23
C  13.84  27.39  8.50
O  14.13  26.09  8.93
H  12.77  27.52  8.33
H  14.17  28.11  9.25
H  14.36  27.69  7.58
H  13.86  25.46  8.25
C  12.71  20.32  6.76
O  13.21  21.15  7.82
H  11.95  19.62  7.13
H  12.26  21.01  6.05
H  13.51  19.74  6.30
H  13.54  20.61  8.54

The LUMO energy comes out at 0.5 eV. Its gap between HOMO and LUMO is 10.058 eV. As for the charge: 0. The value obtained for the total energy is -462.8801 Eh.

---

No. 7
Computed, not measured: a cluster of 3 separate species, C4H17N2O2 in total in a non-equilibrium geometry, with ωB97M-V/def2-TZVPD.

Geometry (Å):
N  0.44  1.02  1.58
C  1.06  1.62  0.38
C  0.26  2.87  0.02
C  1.00  0.59  -0.76
N  -0.31  -0.04  -0.76
C  -1.10  -0.01  -2.02
H  1.04  0.30  2.00
H  0.08  1.69  2.26
H  -0.44  0.54  1.28
H  2.07  1.89  0.63
H  -0.65  2.60  -0.54
H  0.79  3.51  -0.69
H  0.00  3.47  0.90
H  1.27  1.10  -1.68
H  1.74  -0.18  -0.56
H  -0.20  -1.02  -0.58
H  -1.90  -0.72  -1.87
H  -1.56  0.96  -2.19
H  -0.49  -0.30  -2.87
H  2.13  -6.13  -0.06
H  0.91  -7.09  0.00
O  1.37  -6.47  -0.57
H  -2.57  0.05  1.26
H  -2.82  -0.08  2.76
O  -2.13  -0.18  2.09

The LUMO energy comes out at -3.0 eV. Its gap between HOMO and LUMO is 10.467 eV. As for the charge: +1. The value obtained for the total energy is -422.3513 Eh.

---

No. 8
Computed, not measured: a cluster of 3 separate species, C4H17N2O2 in total in a non-equilibrium geometry, with ωB97M-V/def2-TZVPD.

Geometry (Å):
C  -0.67  1.28  0.25
C  0.71  1.37  1.04
C  1.83  0.82  0.12
C  2.62  -1.25  -0.97
N  1.72  -0.68  0.05
N  -0.95  -0.14  -0.03
H  -0.58  1.91  -0.63
H  -1.47  1.75  0.81
H  0.98  2.40  1.34
H  0.76  0.79  1.98
H  2.81  1.15  0.52
H  1.62  1.26  -0.90
H  3.64  -1.25  -0.58
H  2.57  -0.74  -1.93
H  2.39  -2.31  -1.08
H  1.99  -1.02  0.98
H  0.01  -0.69  -0.05
H  -1.51  -0.55  0.73
H  -1.44  -0.27  -0.92
H  -3.31  -1.43  2.20
H  -2.20  -1.77  3.18
O  -2.37  -1.30  2.36
H  -3.13  -0.53  -3.05
H  -3.08  1.01  -2.98
O  -2.92  0.21  -2.47

The LUMO energy comes out at -2.5 eV. Its gap between HOMO and LUMO is 10.724 eV. As for the charge: +1. The value obtained for the total energy is -422.3714 Eh.

---

Results for energy relative to the best compared isomer or geometry (same formula, charge and spin): 240.8 963.2 94.4 0.0 69.3 214.9 108.6 56.0 (in kJ/mol, following the order of the records).